Entry 1:
Below is 8 unconnected molecules or ions with the total composition C40H68O11S7Si, with properties calculated with wB97M-V/def2-TZVPD.

The geometry in ORCA input format:
```
! RIJCOSX wB97M-V def2-TZVPD def2/J DEFGRID3
* xyz 0 1
C 6.46985 -2.05120 -3.06468
Si 6.50490 -1.42286 -4.83358
C 7.89120 -2.32158 -5.73505
C 6.96969 0.40364 -4.79980
O 5.06720 -1.62145 -5.63403
C 4.35530 -2.84071 -5.40144
C 3.78070 -3.37458 -6.69798
C 2.54924 -2.66866 -7.20410
C 2.61073 -2.06965 -8.46328
C 1.51911 -1.41429 -9.01566
C 0.32262 -1.33358 -8.32443
C 0.24214 -1.90591 -7.06434
C 1.33646 -2.58131 -6.51095
C 1.12121 -3.22835 -5.19284
O 1.61351 -4.27852 -4.86882
C 0.23094 -2.48241 -4.26749
C 0.45874 -2.47203 -2.90193
C -0.37932 -1.72947 -2.07959
C -1.43271 -1.00059 -2.60721
C -1.68847 -1.01253 -3.97933
C -2.85932 -0.18383 -4.46314
O -4.05194 -0.56502 -3.77981
C -4.76407 -1.55551 -4.44365
C -5.76900 -1.20921 -5.33445
C -6.47275 -2.21345 -5.99525
C -6.17087 -3.54720 -5.74592
C -5.17565 -3.88845 -4.83520
C -4.46490 -2.88704 -4.18283
C -0.84664 -1.76022 -4.80549
C -1.02206 -1.82862 -6.28490
O -2.09091 -1.83154 -6.83880
H 5.55672 -1.80474 -2.52780
H 6.52450 -3.14082 -3.06647
H 7.32956 -1.68975 -2.50941
H 7.79094 -3.40320 -5.65477
H 7.85145 -2.03974 -6.78592
H 8.85179 -2.03521 -5.31496
H 7.88932 0.55232 -5.36189
H 7.18810 0.71326 -3.78174
H 6.20025 1.04522 -5.22025
H 5.00997 -3.61137 -4.98521
H 3.59924 -2.65556 -4.64692
H 3.54688 -4.42890 -6.55883
H 4.55409 -3.30886 -7.45674
H 3.52651 -2.12938 -9.02219
H 1.59850 -0.97509 -9.99944
H -0.54845 -0.84755 -8.73379
H 1.29005 -3.02919 -2.49694
H -0.18873 -1.74003 -1.01706
H -2.07264 -0.43366 -1.95062
H -2.66847 0.85124 -4.18384
H -2.98321 -0.22222 -5.53715
H -6.01425 -0.17498 -5.52026
H -7.24061 -1.93571 -6.69746
H -6.72577 -4.30718 -6.27549
H -4.94790 -4.92005 -4.62443
H -3.68542 -3.13816 -3.48207
C 2.12921 0.71105 2.24469
S 0.59310 -0.10397 1.81819
O 0.93248 -1.44302 1.25109
C 0.17093 0.96547 0.43844
H 2.57712 0.17214 3.07090
H 2.80749 0.69576 1.39317
H 1.92569 1.73688 2.54918
H 0.96679 0.93220 -0.30614
H 0.02963 1.98262 0.80295
H -0.75716 0.60310 0.00106
C 6.01796 -0.77769 -11.89266
S 4.30168 -1.30452 -11.87471
O 4.23535 -2.55131 -11.06674
C 4.22861 -1.79155 -13.60115
H 6.28135 -0.46900 -10.88320
H 6.65263 -1.60821 -12.20195
H 6.13055 0.06561 -12.57392
H 4.98325 -2.55282 -13.79896
H 4.39252 -0.91635 -14.22964
H 3.23759 -2.19779 -13.79122
C -0.44017 -2.61127 4.35233
S -1.55586 -1.67823 5.39696
O -0.76059 -0.54365 5.94540
C -1.67814 -2.90417 6.70499
H -0.20455 -1.98945 3.49276
H 0.47113 -2.83523 4.90791
H -0.91879 -3.53143 4.01773
H -0.68393 -3.12144 7.09582
H -2.14023 -3.80863 6.30965
H -2.30211 -2.49095 7.49477
C 6.53698 1.22864 5.37846
S 5.01584 0.60101 4.65994
O 4.77287 1.38081 3.41649
C 3.91769 1.25834 5.92221
H 7.35456 0.96122 4.71258
H 6.47619 2.31287 5.47150
H 6.69385 0.76831 6.35389
H 4.03123 2.34105 5.97833
H 4.15365 0.79857 6.88174
H 2.89505 1.00990 5.64331
C -0.76989 1.90906 8.33150
S -0.14000 3.58010 8.16861
O 0.31978 4.01143 9.51695
C -1.73411 4.35396 7.88345
H 0.06918 1.25475 8.55655
H -1.49701 1.86891 9.14349
H -1.22428 1.59390 7.39189
H -2.39479 4.14857 8.72491
H -2.16746 3.96978 6.96039
H -1.58009 5.42704 7.79367
C -5.60471 7.44451 9.88059
S -4.59441 6.07293 9.30681
O -5.24170 5.53535 8.08005
C -5.01026 4.96398 10.65423
H -5.52606 8.24647 9.14954
H -6.64293 7.12244 9.96514
H -5.23179 7.79028 10.84461
H -6.08738 4.80359 10.68690
H -4.65882 5.38966 11.59441
H -4.51154 4.01326 10.47803
C -10.00702 3.08363 12.83781
S -9.13199 3.15666 11.27049
O -7.68279 3.24439 11.58999
C -9.66910 4.81344 10.82928
H -9.76797 2.13199 13.30738
H -9.68073 3.90285 13.47870
H -11.08026 3.14238 12.65675
H -9.36574 5.51545 11.60665
H -10.75196 4.82318 10.70614
H -9.19295 5.07660 9.88654
*
```

The orbital gap is 8.3 eV. The calculation puts the largest force on an atom at 1.0 eV/Å. The HOMO energy comes out at -8.4922 eV. As for the electronic energy: -5469.2649 Ha.

Entry 2:
Below is C2H3NOS in the gas phase, with properties calculated with wB97M-V/def2-TZVPD.

The geometry in ORCA input format:
```
! RIJCOSX wB97M-V def2-TZVPD def2/J DEFGRID3
* xyz 0 3
C -0.40457 -1.62944 -0.33300
C 0.59473 1.64119 0.23816
N 0.56878 -0.69247 -0.20942
O 0.04057 0.50312 0.02328
S -2.04881 -1.43625 -0.11524
H -0.15324 -2.64752 -0.53204
H 1.52743 1.72363 0.56959
H -0.12489 2.53774 0.35867
*
```

The orbital gap (spin up / spin down) is 7.8 / 6.5 eV. The calculation puts the largest force on an atom at 4.7 eV/Å. The HOMO energy (spin up / spin down) comes out at -6.9360 / -9.2734 eV. As for the electronic energy: -605.9700 Ha. For the energy above the lowest of the compared OMol25 structures with the same formula, charge and spin, the calculation gives 366.37 kJ/mol. The expectation value of S² is 2.027.

Entry 3:
Below is 3 unconnected molecules or ions with the total composition C7H16N4O, with properties calculated with wB97M-V/def2-TZVPD.

The geometry in ORCA input format:
```
! RIJCOSX wB97M-V def2-TZVPD def2/J DEFGRID3
* xyz 0 1
C 0.41686 -0.08074 0.51131
C -1.79228 0.08722 -0.53445
C -1.43181 0.93568 1.67813
C -0.09909 -1.39658 1.16891
C -2.21696 -1.32851 -0.01150
C -1.99203 -0.46926 2.19884
C 1.93659 -0.34243 -2.15631
N -0.80880 0.70082 0.37422
N 3.19858 2.25364 -2.07482
N 3.70026 0.99269 -2.00527
N -1.57392 -1.46859 1.27637
O 4.36048 0.73834 -0.98203
H 1.28493 0.22582 1.06706
H 0.84698 -0.18116 -0.49784
H -1.29877 0.16566 -1.40970
H -2.64135 0.70362 -0.45531
H -2.24245 1.57030 1.46153
H -0.82298 1.39723 2.37508
H 0.44444 -2.28051 0.81461
H 0.16912 -1.47661 2.31328
H -3.32451 -1.36672 0.09778
H -1.81213 -2.03480 -0.70742
H -1.51000 -0.72928 3.14315
H -3.17732 -0.45233 2.09175
H 1.88112 -0.13255 -3.21060
H 2.28755 -1.41469 -2.11742
H 3.55667 2.93283 -1.47673
H 2.66081 2.45090 -2.93262
*
```

The orbital gap is 6.1 eV. The calculation puts the largest force on an atom at 3.8 eV/Å. The HOMO energy comes out at -7.0193 eV. As for the electronic energy: -570.2452 Ha. For the energy above the lowest of the compared OMol25 structures with the same formula, charge and spin, the calculation gives 811.65 kJ/mol.

Entry 4:
Below is C4H6O in the gas phase, with properties calculated with wB97M-V/def2-TZVPD.

The geometry in ORCA input format:
```
! RIJCOSX wB97M-V def2-TZVPD def2/J DEFGRID3
* xyz 0 1
C 0.51847 -0.84394 0.85832
C 0.82045 0.48173 0.20156
C -1.30005 0.17756 -1.96983
O -1.24842 -0.50049 -0.86042
C -0.58207 -0.00936 0.31374
H 0.61424 -0.94091 1.93506
H 0.76797 -1.73737 0.29485
H 1.12267 1.32528 0.81506
H 1.27927 0.45392 -0.78264
H -0.70708 1.12148 -1.79034
H -1.28545 0.47209 0.98465
*
```

The orbital gap is 9.3 eV. The calculation puts the largest force on an atom at 0.4 eV/Å. The HOMO energy comes out at -8.5995 eV. As for the electronic energy: -231.0950 Ha. For the energy above the lowest of the compared OMol25 structures with the same formula, charge and spin, the calculation gives 337.93 kJ/mol.

Entry 5:
Below is C3H4N2O2 in the gas phase, with properties calculated with wB97M-V/def2-TZVPD.

The geometry in ORCA input format:
```
! RIJCOSX wB97M-V def2-TZVPD def2/J DEFGRID3
* xyz 0 1
O -1.04638 -1.13844 -2.65082
O -1.07691 -1.35450 -1.25964
C -0.28818 -0.46497 -0.59109
N 0.79337 0.19205 -1.09578
C 1.24842 0.95355 -0.07478
C 0.43373 0.75380 1.05278
N -0.49952 -0.12543 0.64993
H -0.75515 -0.18328 -2.76883
H 2.17831 1.42146 -0.21214
H 0.58552 0.87627 2.09379
H -1.05183 -0.67971 1.18932
*
```

The orbital gap is 9.3 eV. The calculation puts the largest force on an atom at 4.5 eV/Å. The HOMO energy comes out at -8.5206 eV. As for the electronic energy: -376.5854 Ha. For the energy above the lowest of the compared OMol25 structures with the same formula, charge and spin, the calculation gives 468.33 kJ/mol.